{"formula": "C59H45N3P2PrS2Si", "method": "ωB97M-V/def2-TZVPD", "species": ["H", "C", "H", "H", "S", "H", "C", "Pr", "H", "H", "H", "C", "C", "H", "C", "C", "C", "H", "H", "C", "C", "C", "C", "N", "C", "C", "H", "C", "H", "H", "C", "H", "C", "C", "C", "H", "C", "C", "C", "H", "C", "C", "H", "C", "C", "H", "C", "H", "P", "C", "C", "C", "H", "C", "H", "S", "C", "C", "C", "H", "H", "H", "C", "C", "C", "C", "H", "H", "H", "C", "P", "H", "C", "N", "C", "H", "H", "H", "C", "C", "C", "C", "C", "C", "C", "H", "C", "H", "C", "H", "H", "H", "C", "H", "C", "H", "H", "C", "H", "C", "H", "H", "C", "H", "H", "N", "C", "C", "H", "C", "C", "C", "Si"], "positions_angstrom": [[-1.3823, -4.9824, -3.2678], [1.2620, 0.2237, -4.6739], [2.4823, 3.5590, -0.2936], [5.0930, 0.4460, 0.2376], [-0.2452, -2.9970, -1.8251], [0.5322, 5.8778, 1.1793], [-2.6281, -5.5261, 0.3033], [0.0819, -1.3092, 0.3468], [0.2395, -1.4498, -5.5034], [0.9828, 1.3542, -0.5132], [-5.5769, 3.5472, 1.3882], [-2.7762, 2.5121, -2.4879], [3.1849, -0.2615, -2.4740], [-3.1098, -1.3801, -1.3118], [2.1746, 1.2505, -4.9221], [0.9968, 5.3816, 2.0203], [0.9500, -0.6595, -5.6963], [4.7061, -4.3594, 0.1969], [-0.6732, 0.8740, 5.3729], [2.4275, 0.5030, -7.1888], [4.4575, -2.1280, 6.4675], [-2.5874, 2.1677, 0.5299], [3.9917, -3.7110, 0.6714], [5.3054, -4.2198, 9.0726], [1.7631, 6.1141, 2.9107], [-2.7969, 3.2733, -3.6394], [1.3508, 2.3241, 3.4071], [-2.2973, 4.1435, 1.9241], [-1.6928, 3.8094, -5.3952], [1.3052, 5.6178, -3.8401], [-0.1146, 0.3196, 4.6421], [2.4269, 1.9398, -4.1270], [1.0492, 5.1512, -2.8985], [0.8374, 4.0091, 2.1954], [1.8974, 0.8547, -0.7928], [1.3050, -1.2372, -7.7256], [4.2164, 0.3943, -0.3938], [-4.5027, 3.4164, 1.3478], [2.7387, 1.3978, -6.1744], [-2.8434, -6.9156, -2.7648], [-1.7614, 3.1048, 1.1709], [0.3752, 3.8830, -0.5094], [4.4877, -3.7982, 2.8144], [3.0043, 0.9041, 0.0396], [1.3348, -1.0222, 3.5788], [-1.0420, 5.5279, -3.1020], [-0.2695, 5.0921, -2.4852], [2.7521, -2.9771, -1.0330], [0.0401, 2.8698, 0.9903], [3.8594, -1.6602, 5.3186], [0.9531, -0.5207, 4.8555], [-0.6086, 4.4540, -1.3038], [2.0539, -4.3883, 4.4691], [-3.9616, 2.3525, 0.6479], [-1.6446, 4.3846, -1.0114], [-1.4542, -3.3776, 1.3882], [2.2323, 4.1226, 4.1627], [1.5418, -0.5307, -6.9428], [4.7943, -3.8764, 8.1022], [3.2697, -0.7344, -3.4433], [5.1363, -1.5032, 7.0287], [1.8835, 7.1817, 2.7713], [-0.3511, 0.3041, 3.2564], [2.7402, -3.7708, 5.0300], [3.3180, -4.2424, 6.1890], [3.8761, -3.4255, 2.0117], [3.1011, -5.2398, 6.5404], [-1.1326, 0.8287, 2.7245], [3.4169, 2.2186, -6.3649], [-2.9973, -6.4219, -0.6776], [0.4280, 0.0263, -3.0445], [-4.2438, -0.0410, -1.3154], [-1.7404, 1.6326, -2.1889], [0.5143, -0.4788, 2.6073], [2.3441, -1.9708, 3.3578], [2.7217, 3.6305, 4.9935], [4.0476, -0.6525, 4.9757], [-4.6316, 1.6420, 0.1839], [2.9757, -2.9826, 0.0266], [-1.7201, 3.2013, -4.5022], [-1.8081, -4.4262, 0.0363], [4.1883, -3.4249, 6.9156], [-1.3383, -4.2495, -1.2841], [2.0423, 4.6108, -2.0973], [4.2991, -0.1774, -1.6566], [1.4176, -0.7698, 5.7925], [-3.4185, -0.4879, -0.7652], [2.8589, 0.6245, -8.1731], [-0.6764, 1.5231, -3.0993], [-1.6418, 4.8244, 2.4527], [-3.6295, -7.2651, -0.4305], [0.1284, 2.2812, -4.9484], [2.7793, -2.5256, 2.1452], [-3.6096, 2.5783, -1.8040], [3.0024, -2.4765, 4.5817], [2.9088, 1.3682, 1.0116], [5.2452, -0.5706, -2.0037], [1.7061, 3.9857, -0.9131], [-4.0854, 5.1221, 2.5820], [-1.7443, -5.1551, -2.2654], [3.0778, 4.6635, -2.4078], [2.9925, 6.0629, 4.6672], [1.4643, 3.3914, 3.2748], [-3.6417, 3.9133, -3.8554], [-3.7898, -0.8190, 0.2047], [2.2568, -2.2596, 0.8877], [-3.6685, 4.3086, 2.0026], [-2.5559, -6.2300, -1.9798], [-2.9681, -5.6539, 1.3221], [-0.6824, 2.3280, -4.2390], [1.9659, 0.2823, -2.0601], [2.3846, 5.4878, 3.9805], [-1.8593, 0.6585, -0.4921]], "forces_ev_per_angstrom": [[0.01, -0.07, -0.14], [-0.14, -0.19, 0.01], [0.10, -0.03, 0.02], [0.01, -0.02, 0.04], [-0.02, 0.30, 0.10], [-0.02, 0.00, -0.08], [0.01, 0.08, 0.04], [-0.05, -1.17, -0.31], [-0.05, -0.14, 0.01], [-0.05, -0.21, 0.15], [-0.04, -0.03, 0.06], [-0.18, -0.12, -0.11], [-0.01, -0.06, 0.05], [0.08, -0.08, -0.02], [0.02, -0.11, -0.04], [-0.07, -0.01, 0.04], [-0.01, 0.01, 0.17], [0.07, -0.07, -0.05], [-0.08, 0.09, 0.10], [-0.09, -0.03, -0.10], [0.04, -0.24, 0.18], [0.41, -0.55, -0.03], [0.20, -0.06, 0.27], [0.02, -0.06, 0.09], [0.00, 0.17, 0.04], [-0.03, -0.03, -0.05], [0.04, -0.11, 0.02], [-0.02, 0.09, 0.01], [0.02, 0.06, -0.11], [0.01, 0.05, -0.05], [-0.04, 0.04, 0.03], [0.00, 0.08, 0.02], [0.02, 0.13, -0.01], [0.02, -0.28, 0.05], [0.20, 0.07, -0.45], [-0.04, -0.04, -0.07], [-0.01, 0.06, 0.03], [-0.08, 0.07, 0.05], [0.10, 0.12, 0.03], [-0.03, -0.06, -0.06], [0.20, -0.08, 0.23], [0.03, -0.23, -0.03], [0.05, -0.04, 0.06], [0.08, 0.00, 0.03], [0.18, -0.03, 0.27], [-0.06, 0.01, 0.01], [-0.01, 0.19, -0.11], [-0.09, 0.01, 0.10], [-0.11, 0.78, -0.03], [-0.11, -0.03, -0.28], [-0.01, -0.08, -0.25], [0.03, 0.07, 0.11], [-0.02, -0.07, -0.06], [-0.21, -0.05, 0.03], [-0.08, 0.03, 0.05], [0.42, 0.69, 0.21], [0.10, 0.11, 0.20], [0.03, -0.02, -0.24], [0.47, -0.38, 0.88], [0.02, -0.01, 0.01], [0.02, 0.05, 0.05], [-0.01, -0.01, -0.03], [-0.02, -0.13, -0.16], [-0.10, 0.22, -0.18], [0.23, 0.06, 0.25], [-0.04, -0.07, -0.19], [-0.01, -0.07, 0.04], [-0.05, 0.03, -0.06], [0.07, 0.03, 0.00], [-0.09, -0.17, -0.08], [0.30, 0.40, -0.40], [-0.07, 0.24, -0.12], [0.21, -0.48, 0.49], [0.02, 0.04, 0.57], [-0.09, -0.03, -0.73], [-0.01, -0.04, 0.01], [0.04, 0.04, -0.03], [-0.06, -0.06, -0.06], [-0.32, 0.37, 0.08], [-0.13, 0.01, -0.15], [-0.08, -0.25, -0.46], [-0.55, 0.48, -1.07], [-0.01, -0.40, 0.29], [0.13, 0.01, -0.09], [0.03, -0.07, 0.06], [-0.04, -0.02, 0.10], [0.58, 0.31, 0.18], [0.07, -0.02, -0.03], [0.04, -0.08, -0.05], [0.01, 0.04, -0.02], [-0.03, -0.03, 0.01], [-0.08, 0.02, -0.04], [0.08, 0.22, 0.49], [-0.09, 0.07, 0.04], [0.28, -0.13, 0.40], [0.01, 0.03, 0.15], [0.03, -0.06, -0.02], [-0.03, -0.01, 0.05], [-0.01, 0.05, 0.01], [0.02, 0.00, 0.04], [0.06, 0.00, 0.02], [0.01, 0.01, 0.01], [-0.06, 0.00, -0.03], [-0.05, 0.09, -0.02], [-0.04, -0.09, 0.10], [0.61, -0.28, -0.12], [-0.09, 0.10, 0.10], [-0.17, -0.16, 0.01], [-0.06, -0.05, 0.04], [0.14, 0.11, -0.07], [-0.27, 0.07, 0.26], [0.05, 0.00, 0.08], [-1.59, 1.08, -0.82]], "lowdin_spin": [-0.0002, -0.0001, 0.0000, 0.0000, -0.0083, 0.0000, -0.0005, 2.0294, 0.0000, 0.0001, 0.0000, -0.0003, 0.0002, 0.0001, 0.0000, 0.0000, 0.0000, 0.0000, 0.0000, 0.0000, 0.0000, 0.0000, 0.0002, 0.0000, 0.0000, -0.0001, 0.0000, 0.0000, 0.0000, 0.0000, 0.0001, 0.0000, 0.0000, 0.0000, -0.0004, 0.0000, 0.0001, 0.0000, 0.0000, 0.0000, -0.0001, 0.0000, 0.0000, 0.0001, 0.0001, 0.0000, 0.0000, 0.0000, 0.0002, 0.0000, 0.0006, 0.0000, 0.0000, -0.0001, 0.0000, -0.0087, 0.0000, 0.0000, 0.0000, 0.0000, 0.0000, 0.0000, 0.0012, 0.0000, 0.0000, 0.0006, 0.0000, 0.0004, 0.0000, -0.0002, -0.0006, -0.0001, -0.0016, -0.0042, 0.0001, 0.0000, 0.0000, 0.0000, 0.0008, 0.0000, -0.0003, 0.0000, -0.0002, 0.0000, 0.0000, 0.0000, -0.0001, 0.0000, -0.0002, 0.0000, 0.0000, 0.0000, 0.0002, -0.0001, 0.0000, 0.0000, 0.0000, 0.0000, 0.0000, -0.0005, 0.0000, 0.0000, 0.0000, 0.0000, 0.0001, -0.0043, 0.0000, -0.0002, -0.0001, 0.0000, -0.0002, 0.0000, -0.0030], "gap_ev": [5.30, 5.30], "e_homo_ev": [-4.1, -4.1], "max_force_ev_per_a": 2.086, "energy_ev": -128582.4088, "charge": -1, "lumo_ha": [0.0435, 0.0436], "spin_multiplicity": 3}